# 1
The following is a DFT calculation (wB97M-V/def2-TZVPD) of a molecular structure, C35H42BF4N3S2SiTa.

ORCA input file:
```
! wB97M-V def2-TZVPD RIJCOSX def2/J DEFGRID3
* xyz 1 1
Ta 0.41 0.61 0.12
S 2.01 1.18 1.84
S -0.25 -1.69 0.17
Si 2.73 -0.86 -2.07
F 0.18 4.57 -0.68
F -0.16 2.84 0.89
F -0.60 2.42 -1.20
F 1.49 2.61 -0.65
N -0.50 0.14 2.69
N -2.26 0.63 0.33
N 0.17 0.12 -2.68
C -2.79 -0.63 -0.18
C 2.32 -0.30 -0.33
C -4.62 -1.98 -0.98
C 2.56 -3.18 -3.65
C -4.13 -0.77 -0.51
C -0.61 1.14 -3.46
C -1.92 -0.19 2.62
C -0.97 1.90 4.41
C 5.44 -1.33 -2.83
C -2.63 0.79 1.76
C 4.86 0.97 -2.41
C 4.47 -0.38 -2.48
C 1.02 1.95 3.08
C 2.52 -2.68 -2.34
C 2.41 -3.60 -1.30
C -1.72 -1.25 -3.68
C -3.77 -3.07 -1.11
C -1.76 -0.48 -5.00
C 6.16 1.35 -2.69
C 2.45 -4.53 -3.91
C -0.55 3.05 5.07
C 1.45 3.09 3.74
C -2.44 -2.95 -0.76
C -2.98 1.76 -0.34
C -0.19 1.36 3.41
C 2.30 -4.96 -1.55
C 0.20 -0.98 3.35
C 1.60 0.24 -3.07
C 6.74 -0.94 -3.11
C -0.30 -1.25 -3.14
C -0.85 0.76 -4.91
C 0.66 3.64 4.74
C -1.95 -1.73 -0.29
C 2.31 -5.43 -2.86
C 7.10 0.39 -3.04
B 0.24 3.26 -0.43
H -1.17 3.48 5.84
H -2.36 1.81 2.04
H 0.99 4.53 5.25
H 2.41 -3.26 -0.27
H 4.14 1.73 -2.13
H 1.71 0.08 -4.15
H -1.40 -1.13 -5.80
H 2.39 3.54 3.47
H 3.02 0.52 -0.15
H 2.48 -4.89 -4.93
H 8.12 0.69 -3.26
H 6.44 2.39 -2.63
H -2.03 -2.28 -3.84
H 1.27 -0.78 3.41
H -4.02 1.76 -0.03
H -0.20 -1.10 4.36
H -2.54 2.69 -0.04
H -2.38 -0.24 3.62
H 0.04 -1.90 2.79
H -0.06 2.08 -3.39
H 2.22 -5.66 -0.73
H -0.17 -1.96 -2.34
H -2.93 1.64 -1.42
H -1.77 -3.79 -0.85
H -1.58 1.29 -2.99
H -1.31 1.62 -5.40
H -1.92 1.45 4.69
H 7.48 -1.69 -3.38
H 0.10 0.60 -5.43
H 5.17 -2.38 -2.89
H 2.68 -2.49 -4.49
H 2.23 -6.49 -3.06
H 1.93 1.26 -2.86
H -3.72 0.70 1.86
H -4.15 -4.01 -1.48
H -2.00 -1.20 2.21
H -4.81 0.07 -0.41
H 2.53 -1.06 0.42
H -5.67 -2.06 -1.24
H 0.37 -1.57 -3.94
H -2.78 -0.21 -5.27
H -2.41 -0.84 -2.94
*
```

Summary:
Energy above the lowest of the compared OMol25 structures with the same formula, charge and spin: 1.382 eV
E_HOMO: -11.1 eV
Frontier orbital gap: 7.2895 eV
Energy: -3090.44941 hartree



# 2
The following is a DFT calculation (wB97M-V/def2-TZVPD) of a molecular structure, C27H24ClFN3O3STl.

ORCA input file:
```
! wB97M-V def2-TZVPD RIJCOSX def2/J DEFGRID3
* xyz -2 1
Tl -0.07 1.00 0.53
Cl 2.15 -4.40 -3.65
S -1.01 -0.63 -1.10
F -0.82 2.31 -0.78
O -0.63 5.07 6.35
O -0.90 -1.32 0.22
O 1.38 4.58 7.00
N -0.87 2.37 1.88
N 1.51 0.99 1.88
N 0.44 4.48 6.20
C 2.03 -1.48 -0.86
C -1.46 -1.60 -3.67
C 1.63 1.00 -0.95
C -2.16 -4.17 -2.82
C 2.15 -2.73 -1.48
C -2.54 -4.92 -5.19
C -2.05 3.02 1.83
C 3.62 0.44 2.88
C 2.00 -2.84 -2.87
C 1.75 -0.33 -1.62
C -1.58 4.12 3.87
C 0.63 3.59 5.03
C 3.33 1.30 3.93
C -0.01 2.56 2.91
C 2.68 0.32 1.88
C 1.72 -1.70 -3.63
C -1.80 -2.58 -4.61
C 1.20 1.84 2.89
C -0.32 3.45 3.97
C -2.15 -3.87 -4.19
C -2.60 0.25 -1.11
C 1.84 2.88 5.00
C 1.60 -0.45 -3.01
C -1.81 -3.19 -1.88
C -1.46 -1.90 -2.30
C 2.12 2.01 3.95
C -2.45 3.90 2.80
H 2.84 -0.34 1.03
H 1.42 1.81 -1.68
H -3.40 4.41 2.73
H 2.16 -1.41 0.21
H -2.43 -5.16 -2.48
H 2.57 1.24 -0.41
H -1.93 4.82 4.61
H 2.57 2.98 5.80
H -1.79 -2.33 -5.66
H 2.37 -3.60 -0.89
H -1.81 -3.45 -0.83
H -2.67 2.80 0.97
H -1.92 -5.82 -5.05
H -0.77 -0.22 1.75
H -3.41 -0.44 -0.87
H 4.55 -0.12 2.85
H 1.39 0.42 -3.62
H -1.18 -0.61 -4.01
H 4.06 1.41 4.73
H 1.60 -1.77 -4.71
H -2.76 0.70 -2.10
H -2.39 -4.58 -6.21
H -2.55 1.04 -0.36
H -3.59 -5.19 -5.06
*
```

Summary:
E_HOMO (spin up / spin down): 0.7 / 1.1 eV
Frontier orbital gap (spin up / spin down): 2.9610 / 2.5925 eV
Energy: -2563.67258 hartree



Question: What is the energy in the second record?
Answer: -2563.67258 hartree